{
  "formula": "C41H82BBrClN3O10P2S",
  "method": "ωB97M-V/def2-TZVPD",
  "orbital_gap_ev": [8.506, 8.862],
  "charge": 0,
  "spin_multiplicity": 3,
  "e_tot_ev": -181443.3378,
  "s2": 2.008,
  "symbols": ["C", "O", "C", "C", "C", "C", "C", "C", "C", "C", "C", "C", "C", "C", "N", "C", "C", "C", "O", "C", "C", "C", "O", "O", "O", "C", "B", "C", "O", "C", "Br", "O", "C", "P", "S", "P", "O", "Cl", "H", "H", "H", "H", "H", "H", "H", "H", "H", "H", "H", "H", "H", "H", "H", "H", "H", "H", "H", "H", "H", "H", "H", "H", "H", "H", "H", "H", "H", "H", "H", "H", "H", "H", "H", "H", "H", "H", "H", "H", "H", "H", "H", "H", "H", "H", "C", "C", "C", "C", "C", "C", "N", "O", "C", "C", "C", "H", "H", "H", "H", "H", "H", "H", "H", "H", "H", "H", "H", "H", "H", "H", "H", "H", "H", "C", "C", "C", "C", "C", "C", "N", "O", "C", "C", "C", "H", "H", "H", "H", "H", "H", "H", "H", "H", "H", "H", "H", "H", "H", "H", "H", "H", "H"],
  "positions_angstrom": [[-0.1809, -5.5743, -1.1243], [-0.8159, -5.3731, 0.1159], [-2.1164, -5.9296, 0.1919], [-3.0197, -5.0790, 1.0825], [-3.4042, -3.7762, 0.3275], [-3.2870, -2.5108, 1.2024], [-4.1896, -1.3824, 0.6284], [-3.5227, -0.0045, 0.6944], [-4.3621, 1.1702, 0.1710], [-4.6980, 1.1442, -1.3492], [-5.9734, 0.2240, -1.5124], [-5.8283, -0.8794, -2.5732], [-7.0782, -1.8170, -2.6753], [-8.4232, -1.1505, -2.3645], [-8.7215, -0.9941, -0.9383], [-10.0369, -0.3650, -0.6960], [-8.6408, -2.2180, -0.2218], [-8.0839, -2.1021, 1.1953], [-8.9984, -3.2675, -0.6238], [-5.1478, 2.5640, -1.8035], [-5.8371, 3.4408, -0.7402], [-7.1730, 2.9011, -0.2414], [-8.0558, 2.8086, -0.9907], [-7.3803, 2.5463, 1.0654], [-3.6968, 0.5647, -2.1675], [-2.4695, 1.2920, -2.2195], [-2.3206, 1.8199, -3.7308], [-2.8430, 0.9561, -4.9495], [-1.6933, 3.0215, -3.9359], [-1.2133, 0.3908, -2.0059], [-1.6791, -1.5328, -2.0179], [-0.4928, 0.7696, -0.8554], [0.9001, 0.9099, -1.0780], [1.5957, 1.7222, 0.4598], [3.2202, 2.7445, 0.1226], [1.7214, -0.8019, -1.3088], [1.6245, -1.5180, 0.1776], [3.7595, -0.4386, -1.5505], [0.5139, -6.4266, -1.1186], [-0.8746, -5.7345, -1.9590], [0.3971, -4.6748, -1.3660], [-2.0174, -6.9499, 0.5968], [-2.6110, -6.0239, -0.7847], [-2.5338, -4.8738, 2.0381], [-3.9230, -5.6786, 1.2304], [-2.7292, -3.7169, -0.5316], [-4.4118, -3.8884, -0.0891], [-3.5347, -2.7612, 2.2346], [-2.2585, -2.1566, 1.0708], [-5.1683, -1.4317, 1.1145], [-4.3372, -1.6334, -0.4268], [-2.5328, -0.0937, 0.2458], [-3.3456, 0.1972, 1.7620], [-5.2639, 1.2181, 0.7803], [-3.7671, 2.0771, 0.3554], [-6.2701, -0.2334, -0.5686], [-6.8088, 0.8507, -1.8220], [-4.9752, -1.5328, -2.3980], [-5.7388, -0.3816, -3.5448], [-7.1309, -2.1212, -3.7261], [-6.8896, -2.7346, -2.1121], [-9.2254, -1.7471, -2.8320], [-8.4241, -0.1700, -2.8506], [-10.7913, -1.1194, -0.4423], [-10.2957, 0.2311, -1.5696], [-9.9780, 0.3260, 0.1526], [-7.4159, -1.2379, 1.2567], [-7.5133, -2.9851, 1.4793], [-8.8854, -1.8998, 1.9117], [-4.3219, 3.1731, -2.1956], [-5.8550, 2.4961, -2.6371], [-5.1796, 3.7236, 0.0855], [-6.0738, 4.3881, -1.2333], [-7.2072, 3.3035, 1.6444], [-2.4601, 2.1224, -1.5076], [-3.7757, 1.3657, -5.3493], [-2.0772, 0.9700, -5.7372], [-2.9958, -0.0799, -4.6401], [-1.5724, 3.0864, -4.8954], [-0.5396, 0.4947, -2.8626], [1.1518, 1.5813, -1.9065], [1.8256, 0.7418, 1.4495], [0.5329, 2.5137, 0.9635], [2.4293, -1.2769, 0.6712], [5.3411, 6.4435, 0.7758], [5.9200, 6.2628, -0.6533], [6.7029, 4.9475, -0.7557], [8.0644, 4.9925, -0.0716], [8.8826, 6.1662, -0.6051], [8.1461, 7.5038, -0.4828], [6.7553, 7.4428, -1.0330], [6.8349, 7.4835, -2.3243], [8.1407, 7.9221, 1.0036], [8.9666, 8.5958, -1.1730], [4.6785, 6.1258, -1.5357], [5.3383, 5.5023, 1.3284], [5.8663, 7.1749, 1.3811], [4.3124, 6.8054, 0.7419], [6.8573, 4.6954, -1.8105], [6.1089, 4.1317, -0.3378], [7.9432, 5.0597, 1.0136], [8.6000, 4.0595, -0.2624], [9.8339, 6.2205, -0.0701], [9.1317, 5.9720, -1.6536], [7.4936, 8.7863, 1.1650], [9.1449, 8.2053, 1.3215], [7.8342, 7.1242, 1.6778], [9.1706, 8.3668, -2.2182], [9.9324, 8.7080, -0.6798], [8.4541, 9.5587, -1.1252], [4.1006, 7.0520, -1.5523], [4.0323, 5.3382, -1.1442], [4.9169, 5.8578, -2.5648], [3.3897, -5.3827, 1.1824], [3.2184, -4.4599, 2.4177], [4.0522, -3.1819, 2.2548], [5.5473, -3.3938, 2.4614], [5.8010, -4.0494, 3.8167], [5.0153, -5.3516, 3.9998], [3.5628, -5.1937, 3.6727], [2.9949, -4.5864, 4.6645], [5.6695, -6.4420, 3.1236], [5.2081, -5.8594, 5.4305], [1.7409, -4.0586, 2.3703], [3.8068, -4.8403, 0.3312], [4.0197, -6.2491, 1.3557], [2.4322, -5.7992, 0.8681], [3.7104, -2.4286, 2.9747], [3.8783, -2.7529, 1.2644], [5.9620, -3.9977, 1.6490], [6.0627, -2.4312, 2.4206], [6.8696, -4.2457, 3.9316], [5.5340, -3.3384, 4.6056], [5.0549, -7.3438, 3.0970], [6.6411, -6.7239, 3.5312], [5.8630, -6.1198, 2.1018], [4.9095, -5.1253, 6.1777], [6.2597, -6.0839, 5.6107], [4.6380, -6.7749, 5.6002], [1.0928, -4.9199, 2.5355], [1.4960, -3.6475, 1.3913], [1.4858, -3.2958, 3.1072]],
  "forces_ev_per_a": [[0.6, 0.2, -0.4], [-0.4, 0.3, -0.6], [-0.1, -0.7, 0.9], [0.0, 0.0, -1.0], [0.2, -0.5, 0.7], [-0.3, 0.2, -1.5], [0.5, -0.5, -0.3], [-0.7, -0.3, 0.8], [1.6, -0.1, -0.5], [-2.2, -0.5, 1.0], [0.5, -0.4, -0.3], [-1.1, 0.0, 0.0], [0.5, 0.6, -0.2], [-0.4, -0.9, -0.3], [0.2, 0.2, -0.4], [0.5, 0.3, 0.7], [0.7, 1.5, 1.9], [0.3, 0.9, -0.1], [-0.5, -2.0, -1.4], [0.3, 0.3, -0.2], [0.3, 0.3, 0.6], [1.9, 0.8, 1.0], [-2.7, -0.7, -2.3], [0.3, 0.3, 0.4], [0.3, 0.7, 0.5], [0.0, -0.2, -0.9], [-0.3, 0.1, 0.2], [0.6, 0.0, 0.4], [0.0, -0.6, -0.4], [-0.2, 0.3, 0.0], [0.2, 0.4, 0.0], [0.0, -0.3, -0.5], [1.0, 0.1, 2.0], [0.6, 1.0, -0.4], [-0.2, -0.1, 0.0], [-0.7, -1.1, -1.0], [0.8, 1.0, -0.6], [-0.6, 0.2, 0.4], [-0.1, 0.0, 0.2], [-0.1, 0.0, 0.2], [0.0, -0.1, 0.1], [-0.1, 0.1, 0.0], [0.3, 0.1, -0.1], [0.0, -0.1, 0.0], [0.1, 0.1, 0.4], [-0.1, 0.3, 0.1], [0.0, 0.1, 0.2], [0.2, 0.2, 0.1], [0.1, -0.2, 0.7], [0.0, 0.3, 0.0], [-0.1, 0.1, 0.1], [-0.1, 0.2, -0.1], [0.1, 0.1, -0.1], [-0.1, 0.2, -0.2], [-0.2, 0.0, 0.2], [0.2, 0.1, 0.0], [0.0, -0.1, 0.2], [0.2, 0.3, -0.2], [0.4, -0.1, 0.0], [-0.1, -0.2, 0.1], [-0.3, 0.1, 0.2], [0.1, 0.1, -0.1], [-0.2, 0.0, 0.2], [-0.2, 0.1, -0.5], [-0.2, -0.2, 0.0], [0.1, -0.1, -0.1], [-0.1, -0.1, 0.0], [-0.3, -0.1, -0.1], [0.0, -0.3, -0.1], [0.1, -0.2, 0.2], [0.1, -0.2, 0.0], [0.1, -0.3, 0.0], [-0.2, -0.1, 0.0], [0.3, -0.3, 0.0], [0.2, -0.3, 0.2], [0.1, -0.1, 0.0], [-0.3, 0.0, -0.1], [-0.2, 0.1, -0.1], [0.1, 0.5, 0.2], [-0.1, -0.2, 0.0], [0.0, -0.1, 0.0], [-0.6, 0.0, -0.2], [0.0, -0.5, 0.0], [-0.3, -0.3, 0.3], [0.1, 0.3, 0.3], [-1.4, -0.4, 1.4], [0.6, -0.1, -0.1], [0.0, 0.0, 0.0], [-0.2, -0.5, -0.2], [0.9, 0.8, 1.7], [1.0, -1.6, -1.6], [-0.4, 0.7, -0.2], [-0.2, -0.1, 0.2], [-0.2, 0.1, -0.6], [0.1, 0.3, -0.7], [0.0, 0.0, -0.1], [0.1, -0.1, -0.1], [0.0, -0.1, -0.1], [0.0, 0.2, 0.0], [-0.2, 0.2, 0.0], [0.0, 0.1, 0.0], [0.0, 0.0, 0.0], [0.0, 0.2, 0.0], [-0.1, 0.1, 0.0], [0.0, 0.0, 0.0], [0.0, 0.0, -0.2], [-0.1, 0.0, 0.0], [-0.2, 0.0, 0.0], [-0.1, -0.1, 0.2], [0.0, 0.0, 0.0], [0.1, 0.0, 0.0], [0.1, 0.0, 0.2], [0.1, 0.1, 0.0], [0.2, -0.4, -0.1], [-0.6, -0.5, -1.9], [0.4, 0.2, 0.4], [0.0, 0.0, 0.0], [-0.2, 0.5, -0.2], [1.5, -1.4, -0.3], [0.3, 2.3, 0.9], [-0.5, -0.6, 0.3], [0.0, 0.0, -0.3], [-0.5, 0.2, 0.4], [-0.2, 0.1, 0.7], [0.0, 0.0, 0.0], [0.1, 0.1, 0.1], [-0.1, 0.1, 0.1], [-0.1, -0.2, 0.1], [-0.1, -0.2, -0.1], [0.0, 0.0, 0.0], [0.0, 0.0, 0.0], [-0.1, -0.2, 0.1], [-0.1, -0.1, 0.0], [0.0, 0.0, 0.0], [-0.1, 0.1, 0.1], [-0.1, 0.0, 0.0], [-0.2, 0.0, -0.1], [0.0, 0.0, -0.2], [0.0, 0.0, 0.0], [0.0, 0.0, 0.0], [0.2, -0.1, -0.1], [0.1, -0.1, 0.1]],
  "lowdin_spin": [0.00, 0.00, 0.00, 0.00, 0.00, 0.00, 0.00, 0.00, 0.00, 0.00, 0.00, 0.00, 0.00, 0.00, 0.00, 0.00, 0.00, 0.00, 0.00, 0.00, 0.00, 0.00, 0.00, 0.00, 0.00, 0.00, 0.00, 0.00, 0.00, 0.00, 0.00, 0.00, 0.00, 0.00, 0.00, 0.00, 0.00, 0.00, 0.00, 0.00, 0.00, 0.00, 0.00, 0.00, 0.00, 0.00, 0.00, 0.00, 0.00, 0.00, 0.00, 0.00, 0.00, 0.00, 0.00, 0.00, 0.00, 0.00, 0.00, 0.00, 0.00, 0.00, 0.00, 0.00, 0.00, 0.00, 0.00, 0.00, 0.00, 0.00, 0.00, 0.00, 0.00, 0.00, 0.00, 0.00, 0.00, 0.00, 0.00, 0.00, 0.00, 0.00, 0.00, 0.00, 0.00, 0.03, 0.02, 0.00, 0.01, 0.03, 0.35, 0.56, 0.00, 0.00, 0.00, 0.00, 0.00, 0.00, 0.00, 0.00, 0.00, 0.00, 0.00, 0.00, 0.00, 0.00, 0.00, 0.00, 0.00, 0.00, 0.00, 0.00, 0.00, 0.00, 0.03, 0.01, 0.00, 0.01, 0.03, 0.35, 0.56, 0.00, 0.00, 0.00, 0.00, 0.00, 0.00, 0.00, 0.00, 0.00, 0.00, 0.00, 0.00, 0.00, 0.00, 0.00, 0.00, 0.00, 0.00, 0.00, 0.00, 0.00]
}